1.
Molecular formula: C6H8N2
Method: DFT, the ωB97M-V functional and the def2-TZVPD basis

Calculated values
* gap between HOMO and LUMO (spin up / spin down): 8.372 / 8.261 eV
* ΔE to the lowest compared entry with this formula, charge and spin: 184.6 kcal per mole
* E_HOMO (spin up / spin down): -7.99 / -8.03 eV
* electronic energy: -342.63970 hartree

```
! wB97M-V def2-TZVPD RIJCOSX def2/J DEFGRID3
* xyz 0 1
C 3.073 -0.135 -0.498
C 2.332 -0.387 0.562
C 1.879 0.682 -0.389
C -2.245 -0.393 0.644
C -1.432 -0.776 -0.572
C -0.861 0.256 0.326
N 1.299 1.667 -0.740
N -0.647 1.597 -0.022
H 3.945 -0.507 -0.991
H 2.211 -0.802 1.495
H -3.041 0.210 0.503
H -2.296 -0.876 1.582
H -0.995 -1.879 -0.614
H -2.108 -0.529 -1.362
H -0.143 0.069 1.012
H -0.972 1.800 -0.935
*
```

2.
Molecular formula: C7H28O8
Method: DFT, the ωB97M-V functional and the def2-TZVPD basis

Calculated values
* gap between HOMO and LUMO: 9.374 eV
* ΔE to the lowest compared entry with this formula, charge and spin: 0.0 kcal per mole
* E_HOMO: -8.83 eV
* electronic energy: -885.44264 hartree
* SMILES: C/C=C/C=C/CC.O.O.O.O.O.O.O.O

```
! wB97M-V def2-TZVPD RIJCOSX def2/J DEFGRID3
* xyz 0 1
C -0.221 -2.991 -1.528
C -0.324 -1.852 -0.553
C 0.566 -0.869 -0.465
C 0.478 0.222 0.514
C -0.504 1.121 0.573
C -0.576 2.230 1.583
C -0.319 3.586 0.912
H 0.696 -2.907 -2.116
H -1.074 -2.976 -2.212
H -0.224 -3.950 -1.010
H -1.164 -1.857 0.127
H 1.428 -0.856 -1.122
H 1.323 0.344 1.186
H -1.326 1.099 -0.132
H -1.577 2.237 2.019
H 0.177 2.081 2.357
H 0.681 3.688 0.484
H -1.009 3.738 0.076
H -0.440 4.418 1.606
O -0.259 0.516 -3.279
H 0.454 1.061 -2.842
H 0.076 -0.374 -3.224
O 3.025 -1.758 0.988
H 2.888 -2.566 0.480
H 2.275 -1.716 1.636
O 1.747 1.897 -1.954
H 1.327 2.197 -1.171
H 2.477 1.306 -1.649
O -3.349 -0.424 0.497
H -3.978 -1.089 0.209
H -2.988 0.002 -0.326
O 3.658 0.246 -0.804
H 4.471 0.649 -0.469
H 3.425 -0.436 -0.114
O 0.911 -1.912 2.750
H -0.006 -1.548 2.586
H 1.109 -1.548 3.614
O -1.719 -0.981 2.643
H -2.173 -0.687 1.818
H -2.357 -1.527 3.142
O -2.708 0.486 -2.022
H -3.116 1.264 -2.422
H -1.781 0.440 -2.386
*
```

3.
Molecular formula: H26O13Xe
Method: DFT, the ωB97M-V functional and the def2-TZVPD basis

Calculated values
* gap between HOMO and LUMO: 10.231 eV
* ΔE to the lowest compared entry with this formula, charge and spin: 32.1 kcal per mole
* E_HOMO: -10.40 eV
* electronic energy: -1323.05938 hartree

```
! wB97M-V def2-TZVPD RIJCOSX def2/J DEFGRID3
* xyz 0 1
Xe 0.024 0.203 -0.447
O 3.800 0.799 -0.868
H 3.381 0.020 -1.234
H 4.455 1.047 -1.521
O 1.266 -2.094 1.988
H 1.536 -3.006 2.096
H 1.944 -1.589 2.436
O -1.265 -2.557 2.681
H -0.360 -2.257 2.604
H -1.516 -2.795 1.789
O -3.917 0.419 -1.231
H -4.852 0.245 -1.336
H -3.870 1.050 -0.513
O 1.366 -3.683 -0.560
H 1.123 -3.057 0.121
H 0.562 -4.170 -0.738
O -1.334 3.621 -1.958
H -2.018 3.061 -2.325
H -0.750 3.800 -2.695
O -0.322 0.814 3.326
H 0.455 1.136 2.869
H 0.010 0.139 3.918
O -3.573 2.377 0.862
H -3.693 2.132 1.779
H -2.694 2.753 0.826
O 2.286 2.705 0.670
H 2.070 2.138 1.410
H 2.531 2.102 -0.032
O -0.984 3.100 1.746
H -1.188 2.235 2.102
H -0.504 2.919 0.938
O 2.881 -1.532 -2.098
H 3.641 -1.926 -2.526
H 2.151 -2.106 -2.330
O 2.329 0.388 -4.116
H 2.325 -0.246 -3.399
H 1.713 0.031 -4.755
O -2.705 -2.656 0.411
H -3.162 -3.492 0.316
H -3.144 -2.071 -0.207
*
```

4.
Molecular formula: C30H85N11O9
Method: DFT, the ωB97M-V functional and the def2-TZVPD basis

Calculated values
* gap between HOMO and LUMO (spin up / spin down): 8.269 / 2.197 eV
* ΔE to the lowest compared entry with this formula, charge and spin: 84.5 kcal per mole
* E_HOMO (spin up / spin down): -10.60 / -10.60 eV
* electronic energy: -2472.90192 hartree

```
! wB97M-V def2-TZVPD RIJCOSX def2/J DEFGRID3
* xyz 1 2
C -6.702 2.913 -2.211
C -5.207 2.727 -1.645
C -4.069 3.027 -2.737
O -2.727 2.595 -2.337
C -1.639 2.767 -3.243
N -4.867 3.663 -0.614
H -7.402 2.945 -1.377
H -6.943 2.121 -2.920
H -6.849 3.829 -2.784
H -5.021 1.792 -1.117
H -4.011 4.056 -3.092
H -4.398 2.400 -3.566
H -1.506 3.729 -3.738
H -1.847 2.085 -4.068
H -0.635 2.575 -2.864
H -3.857 3.685 -0.620
H -5.249 4.546 -0.921
C -3.636 -0.647 -2.553
C -3.335 -1.127 -4.028
C -4.335 -2.089 -4.677
O -4.467 -3.246 -3.823
C -5.600 -3.946 -4.294
N -3.146 0.018 -4.876
H -3.774 -1.418 -1.794
H -4.632 -0.207 -2.590
H -2.846 0.022 -2.213
H -2.337 -1.565 -3.993
H -4.096 -2.495 -5.660
H -5.251 -1.499 -4.705
H -5.678 -4.855 -3.698
H -5.579 -4.183 -5.358
H -6.467 -3.381 -3.951
H -2.750 0.827 -4.420
H -2.499 -0.280 -5.592
C -5.290 -3.216 4.607
C -4.001 -2.815 3.831
C -3.267 -1.617 4.488
O -2.514 -0.821 3.644
C -2.237 0.465 4.196
N -3.105 -3.961 3.671
H -5.789 -2.466 5.220
H -5.211 -4.070 5.280
H -6.074 -3.501 3.906
H -4.283 -2.495 2.828
H -2.703 -1.884 5.381
H -3.923 -0.993 5.096
H -3.040 1.186 4.037
H -1.400 0.933 3.678
H -2.009 0.449 5.262
H -3.605 -4.832 3.780
H -2.242 -4.002 4.193
C 1.716 -0.563 -5.630
C 1.820 -1.396 -4.356
C 0.643 -1.148 -3.461
O 1.179 -1.708 -2.297
C 0.130 -2.159 -1.472
N 1.926 -2.866 -4.737
H 1.978 0.454 -5.338
H 0.668 -0.546 -5.929
H 2.190 -0.965 -6.525
H 2.791 -1.220 -3.893
H -0.173 -1.812 -3.748
H 0.305 -0.120 -3.330
H -0.739 -1.517 -1.329
H 0.634 -2.318 -0.518
H -0.196 -3.132 -1.838
H 1.077 -3.279 -5.096
H 1.987 -3.357 -3.857
C 6.574 5.309 1.029
C 6.756 3.832 1.103
C 6.077 3.105 2.266
O 4.665 2.959 1.918
C 4.008 2.380 3.062
N 6.251 3.307 -0.214
H 5.543 5.505 1.323
H 6.810 5.702 0.040
H 7.151 5.836 1.789
H 7.818 3.587 1.116
H 6.514 3.646 3.105
H 6.542 2.120 2.261
H 4.609 2.079 3.920
H 3.119 1.790 2.836
H 3.453 3.180 3.552
H 5.289 3.158 0.057
H 6.580 2.358 -0.326
C 1.401 -3.361 2.036
C 0.280 -3.259 3.058
C 0.621 -2.382 4.279
O 1.061 -1.066 3.924
C 1.220 -0.150 5.041
N -0.730 -2.596 2.240
H 2.290 -3.778 2.510
H 1.617 -2.423 1.524
H 1.088 -4.010 1.218
H -0.112 -4.196 3.453
H 1.382 -2.946 4.818
H -0.185 -2.353 5.012
H 0.341 0.146 5.613
H 1.571 0.757 4.549
H 1.900 -0.645 5.735
H -0.754 -1.653 2.603
H -1.582 -2.983 2.619
C 3.965 -0.131 -0.041
C 5.267 -1.012 -0.038
C 5.318 -1.980 -1.234
O 6.346 -2.953 -0.991
C 7.367 -2.893 -1.980
N 6.383 -0.128 -0.021
H 3.836 0.509 0.832
H 3.131 -0.830 -0.116
H 4.222 0.564 -0.840
H 5.255 -1.712 0.797
H 5.428 -1.557 -2.233
H 4.504 -2.704 -1.221
H 7.148 -3.002 -3.043
H 8.033 -3.707 -1.692
H 7.743 -1.872 -1.925
H 6.507 0.348 0.861
H 7.263 -0.623 -0.042
C -0.434 1.044 0.848
O -0.460 2.124 1.379
N -1.288 0.697 -0.048
N 0.543 0.136 0.883
H -1.204 -0.297 -0.210
H -1.844 1.426 -0.471
H 0.365 -0.833 0.659
H 1.391 0.356 1.386
C -2.519 4.892 2.411
O -3.130 5.880 2.750
N -1.213 4.820 2.538
N -2.981 3.883 1.782
H -0.780 5.512 3.133
H -0.823 3.985 2.125
H -2.478 3.026 1.600
H -3.922 3.989 1.430
*
```

5.
Molecular formula: C8H12N2OS2
Method: DFT, the ωB97M-V functional and the def2-TZVPD basis

Calculated values
* gap between HOMO and LUMO: 8.097 eV
* ΔE to the lowest compared entry with this formula, charge and spin: 0.0 kcal per mole
* E_HOMO: -8.45 eV
* electronic energy: -1293.14786 hartree
* SMILES: CSCC[C@H](N)C(=O)c1nccs1

```
! wB97M-V def2-TZVPD RIJCOSX def2/J DEFGRID3
* xyz 0 1
C 0.026 3.419 0.632
S -0.472 2.973 -1.023
C -1.521 1.523 -0.665
C -1.535 0.420 -1.727
C -0.323 -0.465 -1.755
N -0.140 -1.199 -2.959
C -0.309 -1.436 -0.578
O -0.930 -2.493 -0.592
C 0.454 -1.103 0.678
N 1.126 -0.008 0.868
C 1.803 -0.069 2.052
C 1.676 -1.210 2.754
S 0.615 -2.312 1.948
H -0.768 3.653 1.349
H 0.603 4.323 0.515
H 0.584 2.598 1.084
H -1.159 1.099 0.289
H -2.560 1.867 -0.462
H -1.595 0.810 -2.748
H -2.501 -0.140 -1.563
H 0.582 0.124 -1.616
H -0.852 -1.927 -3.088
H -0.182 -0.557 -3.717
H 2.288 0.866 2.433
H 2.172 -1.375 3.734
*
```

6.
Molecular formula: C31H45Cl45GaO4
Method: DFT, the ωB97M-V functional and the def2-TZVPD basis

Calculated values
* gap between HOMO and LUMO: 5.597 eV
* E_HOMO: -4.14 eV
* electronic energy: -24142.45895 hartree

```
! wB97M-V def2-TZVPD RIJCOSX def2/J DEFGRID3
* xyz -1 1
C 0.294 -2.850 1.084
C 0.011 -2.410 -0.149
C -1.326 -2.496 -0.754
Ga -2.163 -0.621 -1.042
C -3.791 -0.892 -2.261
C -5.144 -0.547 -1.624
C -6.203 -0.160 -2.674
C -7.314 0.741 -2.140
C -8.660 0.022 -1.943
C -9.469 0.809 -0.928
O -9.130 0.333 0.399
C -8.607 1.272 1.235
C -7.193 0.995 1.668
O -9.231 2.243 1.597
C -0.767 0.464 -2.107
C 0.139 1.417 -1.294
C 1.551 1.453 -1.895
C 2.606 2.124 -1.057
O 3.022 1.267 0.048
C 4.023 1.875 0.698
O 4.030 2.218 1.860
H 1.292 -3.183 1.338
H -0.439 -2.877 1.871
H 0.797 -1.928 -0.723
H -1.961 -3.117 -0.133
H -1.236 -2.903 -1.758
H -2.495 0.124 0.337
H -3.625 -0.354 -3.194
H -3.832 -1.942 -2.551
H -5.066 0.201 -0.837
H -5.491 -1.469 -1.158
H -6.575 -1.077 -3.125
H -5.690 0.384 -3.457
H -7.042 1.239 -1.215
H -7.478 1.522 -2.877
H -9.191 0.081 -2.887
H -8.522 -0.988 -1.600
H -9.243 1.868 -0.989
H -10.539 0.722 -1.090
H -7.064 1.175 2.724
H -6.555 1.653 1.091
H -6.935 -0.026 1.424
H -1.320 1.068 -2.821
H -0.132 -0.253 -2.626
H 0.163 1.213 -0.234
H -0.248 2.425 -1.437
H 1.455 1.984 -2.836
H 1.836 0.427 -2.105
H 2.294 3.091 -0.670
H 3.487 2.261 -1.689
H 4.925 2.046 0.085
C 0.143 2.091 3.222
Cl 0.185 1.653 4.927
Cl -1.522 2.254 2.702
Cl 1.054 3.582 2.956
H 0.614 1.302 2.646
C -0.359 -6.745 0.509
Cl 0.254 -5.788 -0.830
Cl -0.336 -5.822 2.013
Cl -1.995 -7.330 0.161
H 0.278 -7.610 0.639
C 7.378 2.665 1.375
Cl 8.679 2.059 2.415
Cl 7.083 4.390 1.630
Cl 7.771 2.352 -0.317
H 6.466 2.138 1.618
C -3.986 2.551 -5.350
Cl -4.472 1.025 -6.092
Cl -4.705 2.731 -3.750
Cl -2.230 2.673 -5.272
H -4.351 3.357 -5.973
C -1.859 -3.147 5.364
Cl -3.004 -3.026 4.032
Cl -0.802 -4.557 5.185
Cl -0.886 -1.685 5.487
H -2.416 -3.273 6.283
C 1.743 -4.999 -4.444
Cl 2.353 -4.058 -5.811
Cl 1.774 -4.050 -2.963
Cl 0.115 -5.592 -4.773
H 2.392 -5.854 -4.312
C 10.594 4.883 -0.819
Cl 9.824 6.455 -0.601
Cl 11.370 4.776 -2.402
Cl 11.755 4.571 0.473
H 9.825 4.123 -0.767
C 9.615 3.873 5.876
Cl 9.048 5.517 6.159
Cl 11.277 3.878 5.275
Cl 9.480 2.901 7.343
H 8.986 3.430 5.116
C 3.179 7.227 4.084
Cl 3.240 5.917 2.912
Cl 2.905 6.599 5.709
Cl 4.662 8.189 4.029
H 2.351 7.873 3.828
C -10.946 -3.462 -1.865
Cl -9.639 -3.763 -3.012
Cl -10.388 -2.458 -0.533
Cl -12.328 -2.717 -2.681
H -11.269 -4.412 -1.463
C 6.978 -1.886 2.198
Cl 6.257 -0.287 2.366
Cl 7.620 -2.113 0.572
Cl 8.241 -2.128 3.410
H 6.204 -2.623 2.363
C 1.914 -10.545 2.120
Cl 3.284 -10.898 1.064
Cl 2.384 -9.437 3.407
Cl 0.563 -9.888 1.195
H 1.591 -11.472 2.573
C 12.004 0.836 -4.103
Cl 10.739 1.415 -3.023
Cl 11.356 -0.317 -5.271
Cl 12.789 2.186 -4.928
H 12.749 0.328 -3.506
C 6.028 2.081 5.564
Cl 6.546 3.162 4.265
Cl 6.292 2.844 7.136
Cl 4.349 1.638 5.316
H 6.624 1.177 5.527
C -11.132 1.722 -4.866
Cl -9.495 2.122 -4.342
Cl -11.602 0.115 -4.308
Cl -12.282 2.937 -4.297
H -11.150 1.722 -5.947
*
```

7.
Molecular formula: C24H72N6O9
Method: DFT, the ωB97M-V functional and the def2-TZVPD basis

Calculated values
* gap between HOMO and LUMO: 9.035 eV
* ΔE to the lowest compared entry with this formula, charge and spin: 71.2 kcal per mole
* E_HOMO: -8.70 eV
* electronic energy: -1963.08863 hartree
* SMILES: COC[C@H](C)N.COC[C@H](C)N.COC[C@H](C)N.COC[C@H](C)N.COC[C@H](C)N.COC[C@H](C)N.O.O.O

```
! wB97M-V def2-TZVPD RIJCOSX def2/J DEFGRID3
* xyz 0 1
C 30.774 24.518 -19.766
O 29.442 23.839 -19.722
C 29.546 22.508 -19.100
C 28.172 22.006 -18.589
C 28.167 20.646 -17.870
N 27.277 21.894 -19.738
H 31.330 24.531 -18.829
H 30.654 25.548 -20.101
H 31.339 24.035 -20.564
H 29.942 21.744 -19.769
H 30.174 22.527 -18.210
H 27.718 22.795 -17.989
H 27.168 20.252 -17.683
H 28.526 20.917 -16.877
H 28.905 20.011 -18.360
H 27.732 21.165 -20.270
H 27.475 22.732 -20.266
C 21.065 23.415 -20.435
O 19.933 24.106 -20.914
C 19.071 24.563 -19.884
C 18.076 25.545 -20.555
C 18.554 26.992 -20.560
N 16.803 25.500 -19.840
H 21.810 24.022 -19.920
H 21.587 22.743 -21.117
H 20.732 22.690 -19.692
H 18.576 23.632 -19.611
H 19.560 24.990 -19.008
H 17.884 25.163 -21.558
H 18.722 27.268 -19.519
H 17.742 27.581 -20.985
H 19.462 27.173 -21.135
H 16.219 26.130 -20.370
H 16.572 24.526 -19.973
C 22.584 20.622 -17.119
O 21.503 19.772 -16.865
C 20.418 20.322 -16.145
C 20.478 20.470 -14.624
C 20.609 19.187 -13.841
N 19.251 21.065 -14.136
H 23.007 21.167 -16.275
H 22.253 21.284 -17.919
H 23.418 19.988 -17.420
H 20.316 21.272 -16.669
H 19.591 19.643 -16.353
H 21.271 21.154 -14.323
H 19.822 18.472 -14.082
H 20.603 19.417 -12.776
H 21.565 18.715 -14.065
H 19.113 21.910 -14.673
H 19.437 21.329 -13.179
C 31.891 18.377 -23.654
O 30.905 18.403 -22.652
C 29.540 18.482 -23.132
C 28.697 19.166 -21.962
C 27.146 19.130 -22.279
N 28.998 20.528 -21.728
H 31.877 19.246 -24.312
H 31.771 17.499 -24.288
H 32.874 18.417 -23.183
H 29.479 19.189 -23.959
H 29.089 17.523 -23.390
H 28.784 18.513 -21.094
H 26.649 18.190 -22.044
H 26.851 19.562 -23.236
H 26.494 19.754 -21.667
H 28.709 20.942 -22.604
H 29.977 20.761 -21.642
C 25.559 18.161 -19.011
O 24.717 17.032 -18.853
C 25.277 15.840 -19.429
C 24.277 14.687 -19.727
C 24.899 13.507 -20.559
N 23.265 15.291 -20.555
H 26.540 18.000 -18.564
H 25.049 18.971 -18.490
H 25.647 18.482 -20.049
H 25.859 16.224 -20.267
H 26.018 15.447 -18.734
H 23.768 14.326 -18.833
H 25.780 13.093 -20.069
H 25.090 13.837 -21.580
H 24.173 12.695 -20.607
H 23.780 15.719 -21.311
H 23.051 16.196 -20.160
C 26.509 26.859 -19.260
O 25.428 26.173 -18.583
C 25.795 24.861 -18.127
C 24.625 24.329 -17.127
C 25.110 23.214 -16.210
N 23.482 23.872 -17.928
H 27.444 26.876 -18.700
H 26.176 27.852 -19.561
H 26.863 26.307 -20.131
H 26.050 24.197 -18.953
H 26.656 25.031 -17.480
H 24.329 25.145 -16.468
H 24.295 22.687 -15.713
H 25.807 23.612 -15.472
H 25.640 22.457 -16.789
H 23.978 23.372 -18.652
H 22.997 24.649 -18.354
O 24.432 22.028 -19.979
H 25.293 21.674 -19.759
H 23.849 21.269 -19.966
O 22.936 19.800 -20.523
H 22.113 19.455 -20.870
H 23.569 19.096 -20.665
O 24.401 23.556 -22.215
H 24.490 22.893 -21.531
H 24.035 24.317 -21.766
*
```

Look up the electronic energy of the second one.
-885.44264 hartree

The lowest electronic energy belongs to which entry?
C31H45Cl45GaO4